(1)
Here is one molecule with the formula C4H4O in a non-equilibrium geometry from the Open Molecules 2025 dataset. Energies are from ωB97M-V/def2-TZVPD.

The geometry in ORCA input format:
```
! RIJCOSX wB97M-V def2-TZVPD def2/J DEFGRID3
* xyz 0 1
C -2.37744 0.48186 -0.00976
C -1.58033 -0.41543 0.03952
C 1.56037 0.33287 -0.06921
C -0.50103 -1.26066 0.01018
O 0.76555 -0.76870 0.05237
H -2.83575 1.39183 0.09521
H 2.70571 0.27507 0.00974
H 1.04832 1.21995 0.01716
H -0.45342 -2.35385 -0.21729
*
```

Electronic energy, eV: -6254.1702
Energy above the lowest of the compared OMol25 structures with the same formula, charge and spin, kJ/mol: 502.6
HOMO-LUMO gap (spin up / spin down), eV: 7.83 / 8.14

Here are the Mulliken charges for atoms 1 to 6, given in e: C -0.09; C -0.20; C -0.42; C -0.33; O -0.26; H 0.43

(2)
Here is one molecule with the formula C4H4O in a non-equilibrium geometry from the Open Molecules 2025 dataset. Energies are from ωB97M-V/def2-TZVPD.

The geometry in ORCA input format:
```
! RIJCOSX wB97M-V def2-TZVPD def2/J DEFGRID3
* xyz 0 1
C -0.63294 0.79530 -0.01017
C 0.79322 0.64623 -0.00723
C 1.02407 -0.65094 -0.01374
C -1.15414 -0.45026 -0.00278
H -1.22528 1.69905 0.00498
H 1.53980 1.44432 0.07124
H 1.91836 -1.25009 -0.03602
H -2.13678 -0.87402 -0.01922
O -0.12631 -1.35958 0.01293
*
```

Electronic energy, eV: -6259.3294
Energy above the lowest of the compared OMol25 structures with the same formula, charge and spin, kJ/mol: 4.8
HOMO-LUMO gap, eV: 10.17

Here are the Mulliken charges for atoms 1 to 6, given in e: C -0.27; C -0.32; C -0.32; C -0.32; H 0.37; H 0.35

(3)
Here is one molecule with the formula C4H4O in a non-equilibrium geometry from the Open Molecules 2025 dataset. Energies are from ωB97M-V/def2-TZVPD.

The geometry in ORCA input format:
```
! RIJCOSX wB97M-V def2-TZVPD def2/J DEFGRID3
* xyz 0 1
C 0.30697 -2.94982 0.06847
C 0.15129 -1.73176 0.04936
C 0.55917 -0.34871 -0.35257
C -0.70244 0.22470 -0.16181
O -1.39882 0.44046 0.91566
H 1.27206 0.05449 0.46692
H 0.87795 -0.21701 -1.47602
H -1.29825 0.49856 -0.97139
H -1.03964 -0.14814 1.62362
*
```

Electronic energy, eV: -6253.5602
Energy above the lowest of the compared OMol25 structures with the same formula, charge and spin, kJ/mol: 561.5
HOMO-LUMO gap (spin up / spin down), eV: 7.48 / 7.48

Here are the Mulliken charges for atoms 1 to 6, given in e: C -0.45; C -0.32; C 0.09; C -0.11; O -0.39; H 0.19

(4)
Here is one molecule with the formula C4H4O in a non-equilibrium geometry from the Open Molecules 2025 dataset. Energies are from ωB97M-V/def2-TZVPD.

The geometry in ORCA input format:
```
! RIJCOSX wB97M-V def2-TZVPD def2/J DEFGRID3
* xyz 0 1
C 1.27534 0.13179 -0.14037
C -0.97836 0.53252 0.08349
C 0.20127 -0.18226 0.80509
C 0.03036 -0.17702 -0.81588
O 2.41095 0.28418 -0.28545
H -1.92112 0.16267 0.05815
H -0.84251 1.53373 0.19114
H 0.19557 -1.12826 1.38940
H -0.37149 -1.15736 -1.28557
*
```

Electronic energy, eV: -6256.9927
Energy above the lowest of the compared OMol25 structures with the same formula, charge and spin, kJ/mol: 230.3
HOMO-LUMO gap, eV: 10.63

Here are the Mulliken charges for atoms 1 to 6, given in e: C 0.69; C -0.44; C -0.40; C -0.34; O -0.47; H 0.33

- Which of these has the lowest energy above the lowest of the compared OMol25 structures with the same formula, charge and spin?
  number 2